(P)
Molecular formula: C3H8NO3
Method: DFT, ωB97M-V/def2-TZVPD

**Total charge**: -1
**HOMO energy**: -2.6 eV

Each line ends with the natural charge from an NBO analysis.
Element x y z (Å)
C 1.246 -0.035 -0.384  0.037
O 2.470 -0.375 -0.719  -0.926
C 1.135 0.820 0.899  -0.250
N -0.256 1.064 1.293  -0.864
H 0.649 0.542 -1.178  0.030
H 0.521 -0.918 -0.190  0.010
H 1.630 0.270 1.698  0.165
H 1.727 1.741 0.715  0.139
H -0.316 1.651 2.113  0.336
H -0.785 1.478 0.536  0.356
O -2.390 0.092 -0.786  -0.586
C -1.705 -0.845 -1.056  0.651
O -1.936 -2.088 -0.576  -0.709
H -0.881 -0.809 -1.770  0.121
H -1.110 -2.586 -0.594  0.491

---

(Q)
Molecular formula: C3H8NO3
Method: DFT, ωB97M-V/def2-TZVPD

**Total charge**: -1
**HOMO energy**: -4.8 eV

Each line ends with the natural charge from an NBO analysis.
Element x y z (Å)
C -0.556 -0.176 1.439  -0.061
O -0.164 -1.510 1.219  -0.781
C -1.538 0.321 0.385  -0.243
N -1.611 1.792 0.428  -0.858
H -0.980 -0.131 2.442  0.145
H 0.304 0.498 1.395  0.165
H 0.434 -1.482 0.435  0.511
H -1.142 -0.043 -0.561  0.195
H -2.540 -0.086 0.517  0.158
H -2.449 2.098 -0.046  0.335
H -0.826 2.153 -0.097  0.376
O 1.488 -1.281 -0.940  -0.804
C 1.766 -0.184 -1.483  0.641
O 1.264 0.934 -1.299  -0.779
H 2.462 -0.279 -2.359  0.000

---

Ordering by calculated energy gives the sequence (Q), (P), with the first entry being the most stable.

---

(P)
Molecular formula: C3H11N2O
Method: DFT, ωB97M-V/def2-TZVPD

**Total charge**: +1
**HOMO energy**: -13.6 eV

Each line ends with the natural charge from an NBO analysis.
Element x y z (Å)
C -0.107 1.562 0.930  -0.637
C 0.054 0.269 0.169  -0.202
N 1.140 -0.619 0.709  -0.505
C 2.333 -0.686 0.207  0.402
N 3.100 -1.769 0.087  -0.695
H -0.303 1.363 1.990  0.225
H -1.058 2.010 0.641  0.258
H 0.804 2.146 0.887  0.225
H 0.346 0.376 -0.875  0.212
H -0.817 -0.383 0.210  0.237
H 0.911 -1.062 1.594  0.426
H 2.605 0.091 -0.504  0.211
H 3.137 -2.442 0.849  0.417
H 4.051 -1.595 -0.238  0.425
H -5.153 -0.083 -2.888  0.472
H -5.936 0.649 -1.806  0.474
O -5.108 0.172 -1.959  -0.946

---

(Q)
Molecular formula: C3H11N2O
Method: DFT, ωB97M-V/def2-TZVPD

**Total charge**: +1
**HOMO energy**: -15.1 eV

Each line ends with the natural charge from an NBO analysis.
Element x y z (Å)
C 1.379 -1.664 -1.276  -0.619
C 1.262 -0.304 -0.590  -0.219
N -2.276 0.608 -0.177  -0.750
C -1.181 -0.058 -0.542  0.391
N -0.029 0.117 0.000  -0.487
H 0.809 -2.359 -0.659  0.222
H 0.814 -1.560 -2.205  0.208
H 2.407 -1.914 -1.501  0.260
H 1.925 -0.265 0.265  0.218
H 1.562 0.494 -1.273  0.218
H -2.121 1.478 0.307  0.418
H -3.211 0.291 -0.364  0.439
H -1.226 -0.546 -1.515  0.223
H 0.089 0.703 0.830  0.456
H 0.513 1.272 3.240  0.493
H -0.796 1.929 2.917  0.486
O 0.082 1.779 2.541  -0.955

---

(R)
Molecular formula: C3H11N2O
Method: DFT, ωB97M-V/def2-TZVPD

**Total charge**: +1
**HOMO energy**: -14.9 eV

Each line ends with the natural charge from an NBO analysis.
Element x y z (Å)
C 2.550 -0.955 -1.436  -0.613
C 1.222 -1.226 -0.737  -0.204
N -0.968 1.300 0.874  -0.728
C -0.604 0.289 0.031  0.401
N 0.609 0.131 -0.585  -0.542
H 3.093 -1.775 -1.766  0.249
H 2.229 -0.241 -2.293  0.221
H 3.175 -0.425 -0.676  0.218
H 0.440 -1.786 -1.226  0.215
H 1.399 -1.590 0.299  0.207
H -0.331 2.072 0.899  0.411
H -1.995 1.502 1.133  0.479
H -1.377 -0.531 -0.348  0.232
H 1.263 0.882 -0.482  0.404
H -4.209 1.344 2.227  0.528
H -3.178 0.041 1.980  0.500
O -3.319 0.966 2.106  -0.978

---

Ordering by calculated energy gives the sequence (Q), (P), (R), with the first entry being the most stable.

---

(P)
Molecular formula: C20H28N4O4
Method: DFT, ωB97M-V/def2-TZVPD

**SMILES string**: CC(C)C(=O)N(C)CC(=O)N1C[C@H](CNC(=O)c2cnoc2C2CC2)[C@H]2C[C@H]21
**Total charge**: 0
**HOMO energy**: -9.2 eV

Each line ends with the natural charge from an NBO analysis.
Element x y z (Å)
C -4.948 -4.167 2.740  -0.594
C -4.044 -2.941 3.014  -0.299
C -3.588 -2.932 4.490  -0.600
C -4.727 -1.599 2.629  0.701
O -5.949 -1.512 2.767  -0.640
N -3.983 -0.559 2.153  -0.431
C -4.649 0.666 1.683  -0.415
C -2.512 -0.595 2.007  -0.309
C -2.067 -1.057 0.603  0.667
O -2.887 -1.567 -0.161  -0.628
N -0.768 -0.909 0.261  -0.437
C -0.247 -1.300 -1.053  -0.204
C 0.927 -0.332 -1.274  -0.228
C 2.079 -0.966 -2.083  -0.218
N 3.098 0.012 -2.469  -0.599
C 4.256 0.203 -1.831  0.654
O 4.639 -0.455 -0.872  -0.620
C 5.057 1.219 -2.403  -0.301
C 6.404 1.131 -2.746  0.003
N 6.873 2.243 -3.262  -0.110
O 5.802 3.137 -3.238  -0.295
C 4.715 2.522 -2.702  0.387
C 3.445 3.345 -2.571  -0.303
C 3.497 4.855 -2.498  -0.399
C 2.941 4.169 -3.735  -0.406
C 1.314 0.153 0.129  -0.235
C 0.359 1.178 0.716  -0.428
C 0.260 -0.288 1.099  -0.063
H -5.269 -4.197 1.697  0.220
H -4.429 -5.103 2.947  0.202
H -5.853 -4.147 3.352  0.220
H -3.176 -3.077 2.371  0.202
H -2.906 -2.109 4.705  0.198
H -4.439 -2.827 5.166  0.219
H -3.074 -3.857 4.752  0.211
H -5.734 0.650 1.810  0.252
H -4.271 1.534 2.222  0.187
H -4.451 0.812 0.621  0.200
H -2.124 0.408 2.181  0.222
H -2.043 -1.220 2.765  0.232
H 0.130 -2.317 -0.933  0.194
H -0.981 -1.252 -1.861  0.238
H 0.553 0.521 -1.844  0.198
H 2.518 -1.795 -1.520  0.230
H 1.683 -1.413 -2.997  0.207
H 2.952 0.535 -3.316  0.403
H 7.033 0.259 -2.625  0.233
H 2.687 2.864 -1.951  0.240
H 2.817 5.368 -1.816  0.224
H 4.469 5.352 -2.554  0.235
H 3.524 4.187 -4.659  0.230
H 1.868 4.203 -3.928  0.221
H 2.372 0.141 0.404  0.257
H 0.743 1.886 1.450  0.223
H -0.406 1.636 0.084  0.221
H 0.508 -0.695 2.083  0.230

---

(Q)
Molecular formula: C20H28N4O4
Method: DFT, ωB97M-V/def2-TZVPD

**Total charge**: 0
**HOMO energy**: -7.9 eV

Each line ends with the natural charge from an NBO analysis.
Element x y z (Å)
C 2.015 2.361 -2.841  -0.617
C 1.307 1.854 -1.736  -0.051
H 0.996 2.788 -1.121  0.176
O 1.898 0.858 -1.002  -0.463
C 2.838 1.096 -0.255  0.372
C 3.147 2.492 0.218  -0.343
C 4.129 2.707 1.239  -0.167
C 4.842 1.822 1.602  -0.272
C 4.420 0.520 1.388  -0.149
C 3.498 0.189 0.575  0.042
N 2.973 -0.908 0.356  -0.501
C 1.620 -1.328 0.573  0.719
C 1.275 -2.912 0.163  -0.366
C -0.059 -2.979 0.464  0.188
N -0.994 -2.312 0.862  -0.530
C -2.472 -2.551 1.030  -0.214
C -2.923 -2.194 -0.387  -0.428
H -4.054 -2.341 -0.414  0.200
H -2.342 -2.443 -1.316  0.242
C -2.788 -0.477 -0.507  -0.138
N -3.362 0.249 0.377  -0.517
C -4.884 0.349 0.692  -0.199
H -5.107 -0.669 0.658  0.179
H -5.101 0.793 1.651  0.203
C -5.507 1.117 -0.858  -0.656
H -6.491 0.951 -0.433  0.209
H -5.311 0.255 -1.562  0.241
H -5.151 2.144 -0.742  0.231
C -2.806 1.546 0.670  -0.147
C -1.380 1.524 1.409  -0.616
H -0.627 1.109 0.780  0.221
H -1.086 2.555 1.349  0.213
H -1.541 1.159 2.337  0.203
H -3.451 2.099 1.069  0.166
H -2.593 1.957 -0.434  0.141
H -1.644 -0.119 -0.616  0.220
H -3.146 -0.224 -1.776  0.075
H -2.607 -3.567 1.285  0.206
H -2.900 -1.920 1.728  0.223
H -0.509 -3.908 0.148  0.179
C 2.220 -3.765 -0.191  0.589
O 1.696 -4.737 -0.462  -0.574
N 3.335 -3.265 -0.511  -0.613
C 3.875 -2.106 -0.250  0.807
O 4.950 -1.589 -0.632  -0.605
H 4.239 -3.924 -0.999  0.442
O 1.118 -0.718 1.321  -0.590
H -0.508 -1.529 1.338  0.428
H 4.983 -0.237 1.881  0.215
H 5.529 2.074 2.472  0.211
H 4.534 3.906 1.213  0.192
H 2.747 3.454 -0.377  0.204
H 0.445 1.406 -2.186  0.189
H 1.439 2.981 -3.406  0.219
H 2.995 2.784 -2.483  0.207
H 2.280 1.618 -3.351  0.202

---

Ordering by calculated energy gives the sequence (P), (Q), with the first entry being the most stable.

---

(P)
Molecular formula: C5H11NO2
Method: DFT, ωB97M-V/def2-TZVPD

**Total charge**: -1
**HOMO energy (alpha / beta)**: -1.8 / -3.3 eV
**Multiplicity**: 2
**<S²>**: 0.755

Each line ends with the natural charge from an NBO analysis.
Element x y z (Å)
O -0.930 -1.849 -0.307  -0.797
C -1.388 -0.612 -0.033  0.276
N -0.426 0.113 0.965  -0.696
C 0.251 1.171 0.255  -0.209
C 1.570 0.659 -0.482  -0.444
C 1.795 -0.841 -0.308  -0.124
O 2.169 -1.107 1.116  -0.791
C -2.762 -0.099 -0.234  -0.763
H -1.003 0.599 1.571  0.346
H -0.386 1.475 -0.570  0.158
H 0.549 2.111 0.884  0.163
H 2.367 1.180 -0.030  0.186
H 1.616 0.899 -1.516  0.186
H 2.724 -1.216 -0.896  0.145
H 0.826 -1.448 -0.575  0.274
H 1.270 -1.093 1.509  0.493
H -1.624 0.072 -1.008  0.212
H -3.411 -0.897 0.155  0.180
H -3.206 0.882 -0.495  0.202

---

(Q)
Molecular formula: C5H11NO2
Method: DFT, ωB97M-V/def2-TZVPD

**Total charge**: -1
**HOMO energy (alpha / beta)**: 0.1 / -3.4 eV
**Multiplicity**: 2
**<S²>**: 0.754

Each line ends with the natural charge from an NBO analysis.
Element x y z (Å)
O 3.106 -1.396 0.302  -0.799
C 2.301 -0.597 0.918  -0.006
C 0.918 -0.976 1.317  -0.479
C -0.143 0.021 0.807  -0.476
C -0.773 -0.371 -0.454  0.210
C -2.078 -0.509 -0.728  -0.587
N 0.167 -0.523 -1.476  -0.844
H 2.621 0.456 1.106  0.059
H 0.728 -1.951 0.851  0.203
H 0.733 -1.092 2.404  0.159
H -0.953 0.179 1.530  0.190
H 0.229 1.055 0.893  0.222
H -2.516 -0.804 -1.674  0.180
H -2.844 -0.159 -0.046  0.192
H -0.076 -1.079 -2.271  0.360
H 1.146 -0.602 -1.251  0.416
H -0.961 2.065 -0.934  0.483
H -0.392 3.384 -0.749  0.456
O -1.214 2.898 -0.545  -0.941

---

(R)
Molecular formula: C5H11NO2
Method: DFT, ωB97M-V/def2-TZVPD

**Total charge**: -1
**HOMO energy (alpha / beta)**: -2.5 / -2.4 eV
**Multiplicity**: 2
**<S²>**: 0.758

Each line ends with the natural charge from an NBO analysis.
Element x y z (Å)
O 0.432 0.309 2.338  -0.596
C -0.612 0.141 1.721  0.568
N -0.837 -1.118 1.144  -0.620
C -1.738 -1.282 -0.004  -0.438
C 1.089 0.677 -1.422  -0.029
C 2.587 0.387 -1.510  -0.627
O 0.393 -0.348 -2.018  -0.986
C -1.785 0.946 1.879  -0.313
H 0.065 -1.512 0.927  0.393
H -1.437 -0.634 -0.837  0.273
H -1.771 -2.319 -0.318  0.195
H 0.955 1.684 -1.886  0.072
H 2.812 -0.610 -1.127  0.185
H 3.165 1.148 -0.956  0.157
H 2.887 0.431 -2.562  0.180
H 0.836 0.820 -0.348  0.077
H -2.714 0.428 2.095  0.174
H -2.722 -0.932 0.339  0.157
H -1.604 1.785 2.545  0.177

---

Ordering by calculated energy gives the sequence (Q), (R), (P), with the first entry being the most stable.

---

(P)
Molecular formula: C2H7N3OS
Method: DFT, ωB97M-V/def2-TZVPD

**SMILES string**: CN(N)C(=O)NS
**Total charge**: 0
**HOMO energy**: -9.3 eV

Each line ends with the natural charge from an NBO analysis.
Element x y z (Å)
C 0.278 -1.461 1.238  -0.410
N 0.048 -0.198 0.646  -0.318
N 0.633 0.993 1.173  -0.607
C -0.873 -0.289 -0.391  0.737
O -1.529 -1.256 -0.755  -0.608
N -0.744 0.878 -1.081  -0.784
S 0.690 1.658 -2.001  0.151
H 0.450 -2.387 0.394  0.213
H 1.257 -1.187 1.823  0.220
H -0.562 -1.636 1.839  0.198
H -0.115 1.564 1.272  0.348
H 1.176 1.539 0.405  0.351
H -1.576 1.046 -1.633  0.392
H 0.865 0.737 -2.927  0.117

---

(Q)
Molecular formula: C2H7N3OS
Method: DFT, ωB97M-V/def2-TZVPD

**SMILES string**: CO/C(=N\S)NN
**Total charge**: 0
**HOMO energy**: -8.0 eV

Each line ends with the natural charge from an NBO analysis.
Element x y z (Å)
C -0.194 2.351 0.237  -0.281
O 0.344 1.195 -0.597  -0.540
C -0.304 -0.064 -0.104  0.658
N 0.466 -1.147 0.121  -0.658
S 2.124 -0.766 0.034  0.156
N -1.765 -0.050 0.083  -0.489
N -2.612 -1.222 0.010  -0.684
H 0.377 3.209 0.371  0.205
H -0.302 2.030 1.380  0.198
H -1.322 2.737 -0.196  0.173
H 2.186 0.734 0.517  0.113
H -2.168 0.830 -0.235  0.383
H -2.594 -2.018 -0.884  0.385
H -2.550 -1.614 0.991  0.380

---

(R)
Molecular formula: C2H7N3OS
Method: DFT, ωB97M-V/def2-TZVPD

**Total charge**: 0
**HOMO energy**: -8.5 eV

Each line ends with the natural charge from an NBO analysis.
Element x y z (Å)
C -0.576 -0.021 0.325  0.417
C 0.610 -0.847 0.869  -0.578
H 1.279 2.504 -0.901  0.395
H 0.589 2.641 1.153  0.396
H 0.270 -1.783 1.204  0.233
H 1.037 -0.199 1.653  0.237
H 1.886 0.708 -0.504  0.211
H -2.105 -1.620 0.449  0.368
H -2.292 0.858 -0.925  0.482
N 0.870 1.746 0.161  -0.739
N -0.475 1.184 0.008  -0.433
N -1.781 -0.871 -0.106  -0.302
O -2.811 -0.071 -0.339  -0.562
S 1.957 -0.734 -0.439  -0.127

---

Ordering by calculated energy gives the sequence (P), (Q), (R), with the first entry being the most stable.